Formula: C10H29BN4OP2Zn
Source: OMol25
Level of theory: the ωB97M-V functional and the def2-TZVPD basis

The calculation puts the electronic energy at -86509.00483 eV. Its expectation value of S² is 0.7575. The value obtained for the relative energy (zero: lowest compared OMol25 entry of this formula, charge and spin) is 0.000 eV. As for the charge: +1. Its multiplicity is 2. The LUMO energy (alpha / beta) is -4.31 / -4.22 eV. Its HOMO energy (alpha / beta) is -9.179 / -10.059 eV.

Last column: Löwdin charge in e.
Atoms and positions in Å:
Zn: -0.017 1.169 -0.526  0.0438
H: 2.211 -1.259 -2.093  0.0400
H: -0.987 -0.565 -1.528  0.0264
P: 0.264 2.033 -2.680  0.7108
C: 1.864 2.921 -2.869  -0.2665
H: 1.844 3.474 -3.825  0.0564
H: 2.034 3.602 -2.021  0.0489
H: 2.695 2.198 -2.859  0.0488
C: 0.334 0.994 -4.187  -0.2665
H: -0.658 0.614 -4.466  0.0482
H: 0.744 1.588 -5.020  0.0615
H: 0.995 0.132 -4.025  0.0065
C: -0.972 3.304 -3.088  -0.2637
H: -1.036 4.048 -2.287  0.0545
H: -0.708 3.792 -4.034  0.0557
H: -1.963 2.846 -3.163  0.0428
C: -1.963 1.117 -0.601  -0.2901
O: -3.088 0.862 -0.804  0.0258
H: -1.579 -2.132 -1.423  0.1410
H: -1.702 -1.288 -2.872  0.1480
H: 0.489 -1.834 -3.649  0.0340
H: 0.652 -2.902 -1.776  0.0433
B: 0.216 -2.109 -2.537  -0.0572
N: -1.102 -1.488 -2.066  0.1486
H: 2.724 -1.718 -2.413  0.1068
H: 1.629 1.141 -0.328  -0.0768
C: 1.027 -2.019 3.670  -0.1602
N: 1.103 -0.538 3.805  -0.1555
C: -0.095 -0.053 4.479  -0.1674
N: -1.350 -0.456 3.788  -0.1606
C: -1.388 -1.911 3.613  -0.1592
N: -0.167 -2.434 2.926  -0.1534
C: -0.136 -2.008 1.518  -0.3095
P: -0.126 -0.150 1.378  0.8911
C: 1.301 0.115 2.514  -0.3198
C: -1.504 0.268 2.532  -0.3151
H: 0.983 -2.428 4.694  0.1350
H: 1.913 -2.378 3.127  0.1297
H: -0.061 1.044 4.494  0.1309
H: -0.126 -0.486 5.488  0.1331
H: -2.270 -2.180 3.013  0.1281
H: -1.439 -2.355 4.620  0.1337
H: 0.768 -2.398 1.031  0.0903
H: -1.018 -2.412 0.996  0.0796
H: 1.404 1.195 2.658  0.0942
H: 2.200 -0.291 2.037  0.0923
H: -2.451 -0.023 2.065  0.0891
H: -1.486 1.357 2.697  0.1025